{
  "formula": "C30H27I2N7NaOS2",
  "method": "wB97M-V/def2-TZVPD",
  "elements": ["Na", "I", "C", "C", "C", "I", "C", "O", "C", "C", "N", "C", "C", "C", "C", "C", "C", "N", "C", "H", "H", "H", "H", "H", "H", "H", "H", "H", "H", "H", "C", "C", "N", "N", "C", "N", "S", "C", "C", "C", "C", "C", "N", "H", "H", "H", "H", "H", "H", "H", "H", "H", "H", "S", "C", "C", "C", "C", "C", "C", "C", "C", "C", "N", "H", "H", "H", "H", "H", "H"],
  "coordinates": [[0.379199, -0.243370, 0.374777], [6.120699, 2.908630, 4.424577], [4.385499, 1.896330, 3.721877], [3.962899, 0.751330, 4.366077], [2.851699, 0.115330, 3.870277], [2.167599, -1.659370, 4.801377], [2.110899, 0.534330, 2.739577], [1.104399, -0.118470, 2.314977], [2.580099, 1.742930, 2.140377], [1.873999, 2.255030, 0.913677], [0.428199, 2.171130, 0.987977], [-0.337101, 3.378830, 1.037877], [-1.505301, 3.324930, 0.080577], [-2.388801, 4.399930, -0.025123], [-3.392501, 4.349530, -0.973623], [-3.459701, 3.244830, -1.810023], [-2.539801, 2.225430, -1.618123], [-1.613101, 2.251830, -0.681023], [3.692999, 2.391730, 2.630577], [4.489299, 0.361830, 5.226577], [2.202199, 1.659030, 0.047377], [2.178499, 3.290630, 0.726977], [0.160899, 1.528230, 1.720377], [0.289899, 4.222130, 0.718377], [-0.719401, 3.614430, 2.048877], [-2.281401, 5.254530, 0.627177], [-4.099701, 5.163530, -1.070723], [-4.207201, 3.181830, -2.586323], [-2.520901, 1.354430, -2.259523], [4.039599, 3.293030, 2.143977], [-3.814501, -0.871670, -0.536223], [-2.397601, -1.071470, -0.042923], [-1.418701, -1.418970, -0.805623], [-1.649401, -1.686270, -2.069823], [-0.740701, -1.767070, -3.153623], [-1.573601, -2.222470, -4.245923], [0.652599, 0.574730, -2.264723], [-2.142201, -1.097770, 1.384677], [-2.832201, -0.314070, 2.318177], [-2.607401, -0.529470, 3.663477], [-1.702001, -1.504770, 4.051477], [-1.018101, -2.182570, 3.052277], [-1.232401, -1.997970, 1.770877], [-3.840301, -0.232870, -1.418923], [-4.428901, -0.414770, 0.231477], [-4.250301, -1.839770, -0.798123], [-2.576401, -1.477970, -2.445223], [-1.893701, -3.167970, -4.044623], [-1.056301, -2.250870, -5.117223], [-3.521501, 0.455630, 1.998577], [-3.143801, 0.051930, 4.402877], [-1.520301, -1.722570, 5.092277], [-0.291101, -2.943470, 3.300477], [1.238599, -2.933170, -4.687023], [1.109399, -1.400270, -5.539923], [0.627099, -0.398470, -4.810223], [0.329999, -0.701870, -3.400423], [0.722899, -2.202970, -3.106023], [1.558499, -2.598970, -1.968023], [2.777499, -3.261270, -2.181023], [3.578799, -3.564970, -1.104223], [3.153899, -3.213970, 0.170677], [1.937999, -2.564470, 0.287777], [1.172199, -2.250570, -0.744223], [1.406499, -1.402570, -6.572523], [0.522799, 0.611730, -5.166723], [3.093899, -3.533570, -3.175223], [4.524499, -4.067170, -1.258823], [3.751099, -3.444270, 1.039577], [1.539499, -2.285170, 1.252877]],
  "forces_ev_per_a": [[-0.454, -0.142, -1.285], [-0.410, -0.216, -0.158], [0.581, 0.343, 0.313], [0.248, 0.049, 0.130], [-0.344, -0.626, 0.227], [0.276, 0.298, -0.053], [0.376, 0.108, 0.452], [-0.051, -0.096, 0.311], [-0.028, 0.021, 0.022], [0.275, -0.199, -0.207], [-0.151, 0.130, 0.535], [-0.034, 0.099, 0.034], [-0.276, 0.295, -0.111], [-0.040, -0.071, -0.007], [0.078, 0.013, 0.047], [-0.040, -0.024, 0.005], [-0.359, 0.140, -0.278], [0.163, -0.097, 0.309], [0.087, 0.094, -0.032], [-0.014, 0.004, -0.018], [0.124, 0.153, -0.027], [-0.012, -0.119, -0.064], [0.018, 0.086, 0.180], [-0.076, -0.048, 0.149], [0.136, 0.041, -0.185], [0.018, 0.109, 0.079], [-0.007, 0.027, -0.024], [-0.048, -0.055, -0.086], [-0.012, -0.115, -0.102], [-0.006, 0.087, -0.060], [0.465, -0.057, 0.077], [-0.574, -0.004, -1.188], [-0.215, 0.240, 0.535], [-1.328, -0.002, -0.070], [0.508, 0.282, -0.458], [-0.133, 0.077, 0.071], [0.090, 0.599, 0.238], [0.055, 0.062, 0.848], [0.077, -0.020, -0.273], [0.077, -0.133, 0.160], [-0.080, 0.115, -0.039], [-0.112, -0.083, 0.596], [0.020, -0.121, -0.321], [-0.075, 0.034, -0.068], [-0.105, 0.009, 0.014], [-0.115, -0.038, -0.052], [0.297, 0.013, 0.155], [0.181, 0.069, -0.054], [-0.162, 0.099, 0.182], [-0.018, -0.008, -0.070], [0.016, 0.023, 0.024], [0.078, 0.004, 0.073], [0.130, 0.019, 0.083], [0.247, -0.037, -0.024], [-0.072, -0.213, 0.134], [0.262, -0.306, -0.423], [-0.342, -0.402, 0.079], [-0.304, -0.239, -0.818], [0.640, -0.121, 0.277], [-0.140, -0.037, -0.009], [-0.083, 0.081, 0.327], [0.144, -0.125, -0.083], [0.290, -0.335, 0.172], [0.142, -0.185, -0.324], [0.024, 0.183, -0.239], [-0.036, 0.144, -0.049], [-0.016, 0.066, -0.004], [0.047, -0.026, 0.024], [-0.006, 0.035, 0.133], [0.107, 0.046, 0.270]],
  "nbo_charge": [0.859, 0.051, -0.188, -0.278, -0.197, 0.064, 0.317, -0.845, -0.060, -0.234, -0.656, -0.244, 0.206, -0.225, -0.195, -0.285, 0.058, -0.399, -0.247, 0.226, 0.209, 0.189, 0.395, 0.199, 0.182, 0.197, 0.203, 0.209, 0.199, 0.209, -0.678, 0.098, -0.136, -0.410, 0.259, -0.837, -0.502, 0.161, -0.262, -0.171, -0.270, 0.083, -0.430, 0.214, 0.223, 0.215, 0.368, 0.358, 0.385, 0.212, 0.206, 0.216, 0.194, 0.220, -0.407, -0.187, -0.221, -0.248, 0.215, -0.254, -0.174, -0.272, 0.038, -0.439, 0.219, 0.231, 0.225, 0.204, 0.215, 0.217],
  "max_force_ev_per_a": 1.37,
  "homo_lumo_gap_ev": 5.9,
  "total_charge": -1,
  "e_tot_ev": -86315.6662,
  "spin_multiplicity": 1
}